No. 1
Molecular formula: C7H28ClN4O7
Method: DFT, wB97M-V/def2-TZVPD

CARTESIAN COORDINATES (ANGSTROEM)
Cl  -0.212204  0.335772  -0.425447
C  -0.895758  4.090277  -1.163346
O  -1.139988  2.957988  -2.017960
H  -1.493667  3.961498  -0.254983
H  0.152650  4.137003  -0.856457
H  -1.195693  4.956736  -1.746873
H  -0.659841  2.216855  -1.600719
C  -3.920941  -0.554590  -2.446143
O  -3.478013  -0.166762  -1.157762
H  -3.896362  0.302125  -3.130761
H  -3.274730  -1.348854  -2.819381
H  -4.970156  -0.836255  -2.382777
H  -2.512070  -0.121858  -1.149926
C  1.534706  -2.578978  -2.442678
O  0.151536  -2.275977  -2.490239
H  1.848679  -3.253960  -3.239418
H  2.069565  -1.629356  -2.461876
H  1.823255  -3.140825  -1.545198
H  0.018809  -1.420844  -2.052576
C  2.372383  3.177834  1.054503
O  1.969078  1.931196  1.616083
H  3.242937  3.545839  1.589202
H  2.589869  3.052090  -0.009753
H  1.538739  3.876703  1.184319
H  1.198316  1.588770  1.147024
C  -0.158830  -4.128701  0.522998
O  -0.990607  -3.125798  -0.007010
H  -0.125047  -5.005370  -0.148572
H  0.889312  -3.845420  0.654257
H  -0.530524  -4.556843  1.456560
H  -0.403578  -2.565724  -0.530584
C  -2.526768  1.937767  2.672274
O  -3.302431  2.374243  3.526022
N  -1.171622  2.054898  2.763842
N  -2.942819  1.374526  1.490964
H  -0.779178  2.308989  3.651963
H  -0.590831  1.557210  2.110283
H  -2.306749  1.003561  0.809252
H  -3.918034  1.190236  1.351591
C  3.355838  -2.085372  1.313075
O  3.689475  -3.044491  2.027528
N  4.112194  -1.681065  0.257675
N  2.261283  -1.361935  1.595901
H  3.941876  -0.775979  -0.139996
H  4.926280  -2.202834  0.010691
H  1.936831  -0.636028  0.975957
H  1.772852  -1.588304  2.438468

Forces on atoms 1 to 6 (eV/Å):
Cl 0.27 0.02 0.08
C -0.42 -1.20 -0.32
O 0.69 0.33 0.39
H -0.07 0.42 0.00
H 0.05 0.24 -0.20
H 0.07 0.25 0.30

The calculation puts the highest occupied orbital energy at -6.8334 eV. As for the total charge: -1. For the molar mass, the calculation gives 315.77 Da. As for the LUMO energy: 2.816 eV.

---

No. 2
Molecular formula: C7H28ClO11
Method: DFT, wB97M-V/def2-TZVPD

CARTESIAN COORDINATES (ANGSTROEM)
Cl  0.674772  -0.721364  -0.580927
O  0.685852  -0.687164  -1.995317
O  1.671192  0.178966  -0.091277
O  -0.648278  -0.415484  -0.087157
O  1.054092  -2.039814  -0.140027
C  3.898312  0.110186  -3.205767
O  4.371742  0.914086  -4.235137
H  3.141122  -0.578924  -3.579817
H  4.736102  -0.483894  -2.840697
H  3.372562  0.699496  -2.454507
H  3.600862  1.299996  -4.657547
C  -3.560778  -2.234214  -0.083397
O  -4.538568  -3.250534  -0.086497
H  -2.636608  -2.549474  0.400983
H  -3.270468  -2.028334  -1.113657
H  -3.997338  -1.310294  0.295913
H  -5.329988  -3.031574  -0.583807
C  -3.585698  2.052396  -0.184267
O  -4.816428  2.343306  0.476053
H  -3.751148  1.605956  -1.164787
H  -3.073848  3.001956  -0.340617
H  -2.930438  1.397916  0.390523
H  -5.292048  3.013776  -0.019777
C  4.603112  -3.106044  -0.186797
O  4.287362  -1.764304  -0.414737
H  4.041232  -3.671024  -0.930557
H  5.676972  -3.292004  -0.168297
H  4.178032  -3.418824  0.766923
H  3.328362  -1.743054  -0.452947
C  -0.410218  3.198906  -1.205927
O  -1.332648  3.545756  -2.242567
H  0.152772  2.315606  -1.507467
H  0.350122  3.972686  -1.099877
H  -0.962068  3.024126  -0.282337
H  -1.695618  4.385646  -1.951987
C  0.762412  2.111126  3.012753
O  1.437912  2.418226  1.825173
H  0.777242  2.951176  3.707163
H  -0.255688  1.783196  2.802933
H  1.266252  1.267796  3.485033
H  1.569772  1.604736  1.332793
C  -1.488548  -2.322984  3.423163
O  -0.330248  -1.577064  3.242083
H  -2.234028  -1.685764  3.898873
H  -2.037878  -2.563784  2.513023
H  -1.280498  -3.211944  4.018613
H  -0.179088  -1.509144  2.296493

Forces on atoms 1 to 6 (eV/Å):
Cl -0.21 -1.01 0.13
O -0.24 0.22 -1.41
O 0.34 1.26 0.70
O 0.14 0.29 0.35
O -0.03 -0.71 0.39
C -0.74 -0.89 0.43

The calculation puts the highest occupied orbital energy at -7.0387 eV. As for the total charge: -1. For the molar mass, the calculation gives 323.74 Da. As for the LUMO energy: 2.560 eV.

---

No. 3
Molecular formula: C7H28FHfN14O7
Method: DFT, wB97M-V/def2-TZVPD

CARTESIAN COORDINATES (ANGSTROEM)
Hf  2.153387  -1.742170  0.202045
F  0.348275  -0.332319  0.527465
C  -0.638090  -3.475478  -1.448801
O  0.271119  -2.792513  -0.913224
N  -0.914686  -3.565302  -2.739282
N  -1.540768  -4.139674  -0.698023
H  -0.308759  -3.113179  -3.402482
H  -1.697133  -4.033369  -3.166918
H  -2.263975  -4.726011  -1.087637
H  -1.673002  -4.137700  0.300768
C  -3.182156  -0.298221  1.319570
O  -4.228400  0.116449  1.823173
N  -2.773921  0.188048  0.132400
N  -2.459378  -1.306516  1.829223
H  -1.848494  0.038248  -0.228808
H  -3.397152  0.821004  -0.343988
H  -1.498606  -1.257679  1.516201
H  -2.713286  -1.861098  2.624577
C  3.663119  1.691554  0.216118
O  2.900162  0.677280  0.120147
N  3.270081  2.952123  0.112096
N  4.983693  1.490180  0.448143
H  3.946889  3.692732  0.201321
H  2.298950  3.075277  -0.111992
H  5.398584  0.625186  0.152993
H  5.550992  2.307943  0.607963
C  0.321341  -2.869736  3.103814
O  0.885966  -2.566999  2.014509
N  0.025955  -1.913022  4.003775
N  0.009968  -4.090926  3.542969
H  0.114244  -0.969071  3.654651
H  -0.436151  -2.100509  4.877704
H  0.294682  -4.919157  3.040659
H  -0.480389  -4.276729  4.403019
C  1.606156  -0.051237  -2.937505
O  1.684122  -0.757947  -1.897054
N  1.964622  1.243892  -3.010641
N  1.071335  -0.562152  -4.039377
H  1.811709  1.707854  -3.893407
H  2.079838  1.843329  -2.213515
H  1.087016  -1.563708  -4.131764
H  0.826039  -0.055653  -4.877081
C  -0.392358  3.132042  2.410446
O  -0.597181  4.009214  3.216913
N  0.399994  3.275168  1.316314
N  -0.940871  1.895958  2.476397
H  0.686490  4.138064  0.890056
H  0.608645  2.433390  0.802646
H  -1.441313  1.674115  3.320487
H  -0.781347  1.233988  1.732743
C  -2.118535  2.431526  -2.361791
O  -3.107058  2.347941  -3.072198
N  -1.281727  1.377287  -2.254286
N  -1.888702  3.428496  -1.474270
H  -0.450503  1.456353  -1.695418
H  -1.516810  0.512410  -2.706082
H  -2.596651  4.138207  -1.368183
H  -1.095973  3.522820  -0.867580

Forces on atoms 1 to 6 (eV/Å):
Hf -10.34 5.69 -1.67
F 3.51 -2.50 -0.33
C -3.00 -1.57 1.27
O 3.33 0.96 1.06
N 1.54 0.96 -1.41
N -0.19 -0.53 0.63

The calculation puts the highest occupied orbital energy at -15.9835 eV. As for the total charge: +3. For the molar mass, the calculation gives 617.88 Da. As for the LUMO energy: -13.180 eV.

---

No. 4
Molecular formula: C7H28FO7
Method: DFT, wB97M-V/def2-TZVPD

CARTESIAN COORDINATES (ANGSTROEM)
F  36.802096  -12.548147  29.238083
C  35.051143  -8.523946  27.974271
O  35.533898  -9.753076  28.536780
H  35.899755  -7.843251  27.906335
H  34.732340  -8.715266  26.949652
H  34.274800  -8.156792  28.645537
H  36.400569  -9.941650  28.169474
C  39.576235  -10.327861  29.457179
O  38.326217  -10.108073  28.901052
H  39.650591  -11.120234  30.201980
H  40.108328  -10.727357  28.593833
H  40.065923  -9.446114  29.870505
H  37.794208  -10.879821  29.108375
C  39.410581  -14.679778  29.877230
O  38.009111  -14.786384  30.209644
H  40.106335  -15.338642  30.396776
H  39.427014  -15.095604  28.869805
H  39.855981  -13.686333  29.930026
H  37.673731  -13.981761  29.807531
C  35.617662  -16.580978  29.007752
O  35.790867  -15.239711  28.690192
H  34.710005  -16.855612  28.470320
H  36.416968  -17.284347  28.774326
H  35.322071  -16.612520  30.056432
H  36.522498  -14.946567  29.238259
C  35.122281  -14.064079  33.054108
O  35.351600  -13.819624  31.657212
H  34.496966  -13.308012  33.528923
H  34.777474  -15.088975  33.191172
H  36.099687  -14.040324  33.535994
H  36.270517  -14.062140  31.521707
C  39.366291  -13.704638  26.526388
O  38.043008  -13.211635  26.745416
H  39.378175  -14.794375  26.505578
H  39.755752  -13.481438  25.533108
H  39.951648  -13.430779  27.404148
H  37.911007  -12.894466  27.641842
C  35.141719  -11.365370  25.596863
O  35.371179  -12.094620  26.846117
H  34.898433  -11.909012  24.683981
H  34.305981  -10.669855  25.673752
H  36.035736  -10.786421  25.365251
H  36.228342  -12.522032  26.781362

Forces on atoms 1 to 6 (eV/Å):
F 1.75 -0.24 -0.15
C 1.37 -1.37 0.28
O -0.84 0.88 0.12
H -0.16 0.59 0.14
H -0.60 0.25 -0.06
H -0.05 0.12 -0.34

The calculation puts the highest occupied orbital energy at -5.8056 eV. As for the total charge: -1. For the molar mass, the calculation gives 243.29 Da. As for the LUMO energy: 3.201 eV.

---

No. 5
Molecular formula: C7H28N2O7
Method: DFT, wB97M-V/def2-TZVPD

CARTESIAN COORDINATES (ANGSTROEM)
N  2.972544  21.582826  19.289521
C  2.923379  20.810211  18.244905
N  4.071194  20.656084  17.696472
O  1.764490  20.147148  17.937748
H  2.129439  21.709500  19.836609
H  3.728931  22.227322  19.423599
H  4.170163  19.936961  17.026030
H  4.929311  21.091829  17.984159
C  5.763905  22.404528  23.195249
O  5.565375  21.524532  22.121155
H  6.081606  21.978822  24.157322
H  4.762914  22.883683  23.507084
H  6.474115  23.210762  22.800453
H  4.882230  20.858686  22.213263
C  3.511823  23.867340  16.900920
O  3.086344  24.918577  16.061048
H  3.240911  24.000081  17.916812
H  4.578955  23.649896  16.746050
H  2.919943  22.976085  16.564096
H  3.675687  25.634519  16.272706
C  1.229628  25.357764  21.462050
O  1.623373  24.658093  20.313941
H  2.134209  25.426578  22.118157
H  0.382531  24.893484  21.933818
H  0.932441  26.409986  21.362307
H  2.464192  24.248121  20.591445
C  5.508458  26.859070  17.539778
O  5.129428  26.795305  16.160906
H  6.490829  26.451611  17.680027
H  4.832127  26.162316  18.001324
H  5.395095  27.930569  17.979763
H  5.336381  27.637236  15.821385
C  6.854490  22.302345  18.438302
O  5.935326  22.075031  19.419594
H  6.517519  23.079583  17.833149
H  6.999898  21.350414  17.840584
H  7.765053  22.576493  18.927855
H  6.309638  21.636342  20.146991
C  4.983158  24.653677  20.307469
O  4.068710  23.841197  20.901369
H  4.820123  25.751660  20.398935
H  4.910870  24.348514  19.275620
H  6.034770  24.623184  20.721265
H  4.586728  23.079161  21.161220

Forces on atoms 1 to 6 (eV/Å):
N -1.14 2.01 2.90
C -7.75 -3.92 -0.17
N 3.27 -1.15 -3.03
O 5.57 2.84 0.88
H 0.16 0.18 -0.48
H 0.04 -0.03 0.11

The calculation puts the highest occupied orbital energy at -8.6728 eV. For the molar mass, the calculation gives 252.31 Da. As for the LUMO energy: 0.129 eV. Its SMILES is NC(N)=O.CO.CO.CO.CO.CO.CO.